Density functional theory data (ωB97M-V/def2-TZVPD) for 9 unconnected molecules or ions with the total composition C42H75N9.

Last columns: bonded neighbours and bond lengths (Å).
Cartesian coordinates (Å):
1 C -0.28367 2.38983 -4.54228  C2 1.452, C5 1.357, H6 1.078
2 C 0.37854 1.19351 -5.03070  C1 1.452, C3 1.345, H7 1.081
3 C -0.29383 0.79085 -6.12372  C2 1.345, N4 1.401, H8 1.060
4 N -1.36204 1.67414 -6.32889  C3 1.401, C5 1.342, H9 0.986
5 C -1.31448 2.63233 -5.39006  C1 1.357, N4 1.342, H10 1.061
6 H 0.04354 3.06498 -3.76757  C1 1.078
7 H 1.27297 0.78397 -4.58263  C2 1.081
8 H -0.18617 -0.08456 -6.71120  C3 1.060
9 H -1.92646 1.65213 -7.13649  N4 0.986
10 H -2.04920 3.39537 -5.45238  C5 1.061
11 C 2.84922 3.99225 -2.70998  C12 1.444, C15 1.382, H16 1.064
12 C 3.69976 3.75777 -1.56698  C11 1.444, C13 1.373, H17 1.067
13 C 3.51605 4.79214 -0.68248  C12 1.373, N14 1.381, H18 1.083
14 N 2.59089 5.66265 -1.22526  C13 1.381, C15 1.366, H19 1.007
15 C 2.21902 5.19554 -2.45395  C11 1.382, N14 1.366, H20 1.058
16 H 2.76550 3.35486 -3.55767  C11 1.064
17 H 4.34660 2.92351 -1.41086  C12 1.067
18 H 3.93257 4.93232 0.30726  C13 1.083
19 H 2.18730 6.48316 -0.80279  N14 1.007
20 H 1.36883 5.63499 -2.90414  C15 1.058
21 C -1.03759 4.99877 2.92549  C22 1.456, C25 1.335, H26 1.061
22 C 0.41545 4.90129 2.93151  C21 1.456, C23 1.384, H27 1.083
23 C 0.73727 3.85829 3.78162  C22 1.384, N24 1.353, H28 1.066
24 N -0.41965 3.29945 4.20506  C23 1.353, C25 1.355, H29 1.004
25 C -1.46399 3.97090 3.66270  C21 1.335, N24 1.355, H30 1.063
26 H -1.63172 5.75304 2.47454  C21 1.061
27 H 1.08734 5.55369 2.38852  C22 1.083
28 H 1.67375 3.39318 3.98959  C23 1.066
29 H -0.48504 2.46366 4.75703  N24 1.004
30 H -2.46548 3.69532 3.88874  C25 1.063
31 C -4.53094 3.67428 -1.94347  C32 1.460, C35 1.354, H36 1.079
32 C -3.98251 4.56457 -0.92391  C31 1.460, C33 1.360, H37 1.077
33 C -2.71510 4.13913 -0.67689  C32 1.360, N34 1.335, H38 1.078
34 N -2.41390 3.11685 -1.48082  C33 1.335, C35 1.387, H39 1.017
35 C -3.51475 2.84519 -2.28039  C31 1.354, N34 1.387, H40 1.069
36 H -5.53505 3.71080 -2.33731  C31 1.079
37 H -4.48715 5.35235 -0.39080  C32 1.077
38 H -2.01331 4.48314 0.06586  C33 1.078
39 H -1.49486 2.68969 -1.56357  N34 1.017
40 H -3.48031 2.03379 -2.97511  C35 1.069
41 C 0.59600 1.55792 -1.06573  C42 1.453, C45 1.335, H46 1.074
42 C -0.24905 0.44895 -0.65497  C41 1.453, C43 1.358, H47 1.060
43 C -0.77495 0.78754 0.54989  C42 1.358, N44 1.381, H48 1.069
44 N -0.32636 2.04758 0.89460  C43 1.381, C45 1.372, H49 1.012
45 C 0.53302 2.46583 -0.08908  C41 1.335, N44 1.372, H50 1.080
46 H 1.25970 1.64312 -1.90641  C41 1.074
47 H -0.42007 -0.47036 -1.15403  C42 1.060
48 H -1.43828 0.30435 1.23559  C43 1.069
49 H -0.69229 2.63833 1.63064  N44 1.012
50 H 1.02698 3.42521 -0.03986  C45 1.080
51 C -0.62488 -2.98526 2.76417  C52 1.419, C55 1.359, H56 1.092
52 C 0.23594 -3.96417 3.32569  C51 1.419, C53 1.368, H57 1.071
53 C 1.07617 -4.35926 2.32050  C52 1.368, N54 1.358, H58 1.072
54 N 0.74495 -3.69575 1.18271  C53 1.358, C55 1.355, H59 0.999
55 C -0.30559 -2.88212 1.44729  C51 1.359, N54 1.355, H60 1.074
56 H -1.42246 -2.46884 3.30150  C51 1.092
57 H 0.19546 -4.35421 4.32222  C52 1.071
58 H 1.85776 -5.08910 2.40157  C53 1.072
59 H 1.18841 -3.79780 0.29334  N54 0.999
60 H -0.70145 -2.32695 0.61800  C55 1.074
61 C 5.26595 -2.05879 0.23171  C62 1.484, H68 1.095, H69 1.101, H70 1.068
62 C 4.07018 -2.13921 1.10716  C61 1.484, N63 1.426, H71 1.120, H72 1.105
63 N 3.84641 -0.93728 1.84193  C62 1.426, C64 1.453, C66 1.488
64 C 3.27701 0.11134 1.01326  N63 1.453, C65 1.544, H73 1.073, H74 1.118
65 C 3.37863 1.53679 1.59789  C64 1.544, H75 1.089, H76 1.095, H77 1.112
66 C 2.93310 -1.21322 2.98417  N63 1.488, C67 1.548, H78 1.085, H79 1.103
67 C 3.63172 -1.88211 4.19337  C66 1.548, H80 1.089, H81 1.101, H82 1.080
68 H 5.13994 -1.30707 -0.55393  C61 1.095
69 H 5.31230 -3.03802 -0.27034  C61 1.101
70 H 6.16004 -1.86892 0.78341  C61 1.068
71 H 3.15131 -2.42032 0.53136  C62 1.120
72 H 4.26013 -2.96731 1.81376  C62 1.105
73 H 3.74941 -0.01213 0.05831  C64 1.073
74 H 2.19899 -0.08508 0.79050  C64 1.118
75 H 2.98950 2.28756 0.91093  C65 1.089
76 H 2.71024 1.61039 2.46212  C65 1.095
77 H 4.44173 1.70354 1.87935  C65 1.112
78 H 2.10281 -1.80501 2.61209  C66 1.085
79 H 2.52053 -0.25457 3.34047  C66 1.103
80 H 2.96265 -2.10385 5.02409  C67 1.089
81 H 4.44198 -1.20439 4.50526  C67 1.101
82 H 4.08253 -2.81500 3.88989  C67 1.080
83 C -4.65538 -2.58159 2.06590  C84 1.523, H90 1.088, H91 1.091, H92 1.087
84 C -4.07350 -1.24166 1.63478  C83 1.523, N85 1.472, H93 1.094, H94 1.097
85 N -5.04960 -0.14714 1.50450  C84 1.472, C86 1.438, C88 1.462
86 C -4.39422 1.09214 1.18372  N85 1.438, C87 1.476, H95 1.088, H96 1.127
87 C -3.73299 1.75843 2.32254  C86 1.476, H97 1.093, H98 1.108, H99 1.095
88 C -6.03010 -0.47994 0.47232  N85 1.462, C89 1.561, H100 1.105, H101 1.069
89 C -7.33298 0.36651 0.62327  C88 1.561, H102 1.091, H103 1.096, H104 1.080
90 H -5.37607 -2.58220 2.88162  C83 1.088
91 H -3.89283 -3.23230 2.49592  C83 1.091
92 H -5.09583 -3.10333 1.22047  C83 1.087
93 H -3.44264 -0.88958 2.45588  C84 1.094
94 H -3.43344 -1.38125 0.75497  C84 1.097
95 H -5.07121 1.81168 0.72739  C86 1.088
96 H -3.66403 0.90879 0.34520  C86 1.127
97 H -2.91461 1.12941 2.68157  C87 1.093
98 H -4.45447 1.96934 3.13652  C87 1.108
99 H -3.29421 2.69106 1.95238  C87 1.095
100 H -5.54797 -0.35719 -0.51453  C88 1.105
101 H -6.32318 -1.50467 0.55460  C88 1.069
102 H -7.10848 1.43044 0.71793  C89 1.091
103 H -7.90129 0.31956 -0.31265  C89 1.096
104 H -7.92468 0.04501 1.46738  C89 1.080
105 C -0.38089 -5.44235 -1.67336  C106 1.465, H112 1.089, H113 1.063, H114 1.080
106 C 0.99676 -5.54224 -2.16219  C105 1.465, N107 1.502, H115 1.105, H116 1.105
107 N 1.86148 -4.36064 -1.82720  C106 1.502, C108 1.503, C110 1.472
108 C 1.58714 -3.29099 -2.84656  N107 1.503, C109 1.542, H117 1.107, H118 1.083
109 C 1.95450 -1.87800 -2.34878  C108 1.542, H119 1.094, H120 1.095, H121 1.100
110 C 3.27607 -4.75147 -1.71008  N107 1.472, C111 1.531, H122 1.097, H123 1.086
111 C 3.56942 -5.47611 -0.39384  C110 1.531, H124 1.078, H125 1.100, H126 1.101
112 H -0.92190 -4.66993 -2.21723  C105 1.089
113 H -0.39389 -5.24459 -0.62946  C105 1.063
114 H -0.84907 -6.37188 -1.96073  C105 1.080
115 H 1.48713 -6.40937 -1.68447  C106 1.105
116 H 1.11240 -5.66989 -3.25322  C106 1.105
117 H 2.12751 -3.49489 -3.79067  C108 1.107
118 H 0.53834 -3.37579 -3.10425  C108 1.083
119 H 1.43735 -1.69338 -1.40252  C109 1.094
120 H 3.03624 -1.78613 -2.20666  C109 1.095
121 H 1.64640 -1.14519 -3.10844  C109 1.100
122 H 3.88153 -3.84124 -1.80299  C110 1.097
123 H 3.51020 -5.42706 -2.52706  C110 1.086
124 H 3.42011 -4.78269 0.41763  C111 1.078
125 H 4.59820 -5.86365 -0.42736  C111 1.100
126 H 2.83522 -6.28552 -0.26222  C111 1.101

Density functional theory data (ωB97M-V/def2-TZVPD) for 12 unconnected molecules or ions with the total composition C42H78Cl10O18.

Last columns: bonded neighbours and bond lengths (Å).
Cartesian coordinates (Å):
1 O -1.34978 2.57073 1.59501  C2 1.216
2 C -0.58351 3.51436 1.54865  O1 1.216, C3 1.476, C9 1.494
3 C -1.04985 4.91429 1.59485  C2 1.476, C4 1.327, H11 1.080
4 C -0.28103 5.97817 1.40188  C3 1.327, O5 1.369, C6 1.473
5 O -0.78954 7.23554 1.59144  C4 1.369, H12 0.960
6 C 1.12233 5.86001 0.97134  C4 1.473, O7 1.278, C8 1.489
7 O 1.86850 6.87507 0.75614  C6 1.278
8 C 1.66150 4.47176 0.96961  C6 1.489, C9 1.312, H13 1.080
9 C 0.87248 3.45335 1.21954  C2 1.494, C8 1.312, O10 1.373
10 O 1.38850 2.18499 1.32058  C9 1.373, H14 0.960
11 H -2.08346 5.03583 1.88343  C3 1.080
12 H -0.18242 7.96350 1.43946  O5 0.960
13 H 2.70179 4.26279 0.76823  C8 1.080
14 H 0.73447 1.50644 1.13779  O10 0.960
15 O 3.54896 2.85334 -1.92485  C16 1.192
16 C 3.85981 3.80624 -2.56998  O15 1.192, C17 1.457, C23 1.549
17 C 3.50235 5.17026 -2.20456  C16 1.457, C18 1.325, H25 1.080
18 C 4.19719 6.19182 -2.68217  C17 1.325, O19 1.394, C20 1.518
19 O 3.85019 7.48342 -2.29031  C18 1.394, H26 0.960
20 C 5.36713 6.14282 -3.64857  C18 1.518, O21 1.238, C22 1.469
21 O 6.10678 7.07586 -3.98922  C20 1.238
22 C 5.61849 4.80098 -4.19134  C20 1.469, C23 1.382, H27 1.080
23 C 4.95088 3.71147 -3.66587  C16 1.549, C22 1.382, O24 1.387
24 O 5.05288 2.44100 -4.21192  C23 1.387, H28 0.960
25 H 2.78477 5.28298 -1.40532  C17 1.080
26 H 4.42232 8.09998 -2.75303  O19 0.960
27 H 6.11253 4.70683 -5.14709  C22 1.080
28 H 4.47386 1.88952 -3.68070  O24 0.960
29 C -1.13431 -2.56527 2.85016  O30 1.496, H35 1.090, H36 1.090, H37 1.090
30 O -0.92836 -1.54299 1.77704  C29 1.496, C31 1.394
31 C 0.38411 -1.48323 1.31054  O30 1.394, C32 1.562, H38 1.090, H39 1.090
32 C 0.33671 -0.80380 -0.09535  C31 1.562, O33 1.345, H40 1.090, H41 1.090
33 O -0.06380 0.47154 0.05235  C32 1.345, C34 1.400
34 C -0.10480 1.25491 -1.10716  O33 1.400, H42 1.090, H43 1.090, H44 1.090
35 H -2.16465 -2.55011 3.20554  C29 1.090
36 H -0.45567 -2.41230 3.68929  C29 1.090
37 H -1.01887 -3.57113 2.44641  C29 1.090
38 H 0.70273 -2.50041 1.08261  C31 1.090
39 H 1.05522 -0.96123 1.99261  C31 1.090
40 H -0.33100 -1.43073 -0.68631  C32 1.090
41 H 1.41131 -0.80120 -0.27790  C32 1.090
42 H 0.87111 1.61099 -1.43716  C34 1.090
43 H -0.76058 2.11035 -0.94504  C34 1.090
44 H -0.49899 0.61502 -1.89662  C34 1.090
45 C -1.31082 -7.87903 -3.61219  O46 1.386, H51 1.090, H52 1.090, H53 1.090
46 O -1.62121 -6.55718 -3.88975  C45 1.386, C47 1.381
47 C -0.57984 -5.87787 -4.49022  O46 1.381, C48 1.537, H54 1.090, H55 1.090
48 C 0.57679 -5.40336 -3.59583  C47 1.537, O49 1.452, H56 1.090, H57 1.090
49 O 0.74137 -3.97271 -3.78245  C48 1.452, C50 1.416
50 C -0.14491 -3.33446 -2.88072  O49 1.416, H58 1.090, H59 1.090, H60 1.090
51 H -0.66056 -7.97158 -2.74230  C45 1.090
52 H -0.84957 -8.41615 -4.44096  C45 1.090
53 H -2.23839 -8.41690 -3.41618  C45 1.090
54 H -1.05713 -4.98299 -4.88956  C47 1.090
55 H -0.27773 -6.27766 -5.45822  C47 1.090
56 H 1.49125 -5.78434 -4.05051  C48 1.090
57 H 0.48836 -5.72931 -2.55948  C48 1.090
58 H -1.19597 -3.52129 -3.10091  C50 1.090
59 H 0.04183 -2.27354 -3.04712  C50 1.090
60 H -0.01363 -3.64095 -1.84296  C50 1.090
61 C -3.63922 4.10541 -3.98887  O62 1.386, H67 1.090, H68 1.090, H69 1.090
62 O -3.73463 5.19912 -3.14276  C61 1.386, C63 1.416
63 C -3.41304 5.00100 -1.77820  O62 1.416, C64 1.513, H70 1.090, H71 1.090
64 C -4.58017 4.62197 -0.89311  C63 1.513, O65 1.444, H72 1.090, H73 1.090
65 O -5.64370 5.59599 -0.82621  C64 1.444, C66 1.440
66 C -6.27982 5.88077 -2.08595  O65 1.440, H74 1.090, H75 1.090, H76 1.090
67 H -4.24944 4.42622 -4.83315  C61 1.090
68 H -3.87041 3.19738 -3.43198  C61 1.090
69 H -2.58666 3.97171 -4.23856  C61 1.090
70 H -2.88847 5.89352 -1.43714  C63 1.090
71 H -2.68357 4.21207 -1.59492  C63 1.090
72 H -4.23598 4.42100 0.12140  C64 1.090
73 H -4.95336 3.66616 -1.26088  C64 1.090
74 H -6.41491 4.88779 -2.51471  C66 1.090
75 H -5.69099 6.47573 -2.78410  C66 1.090
76 H -7.27865 6.31703 -2.09514  C66 1.090
77 C 4.10902 -2.36626 4.77421  O78 1.375, H83 1.090, H84 1.090, H85 1.090
78 O 2.78970 -2.71827 4.93163  C77 1.375, C79 1.438
79 C 2.35294 -2.73825 6.30110  O78 1.438, C80 1.524, H86 1.090, H87 1.090
80 C 0.91921 -3.25120 6.25087  C79 1.524, O81 1.480, H88 1.090, H89 1.090
81 O 0.25253 -3.39393 7.56415  C80 1.480, C82 1.469
82 C 0.18045 -2.17385 8.37832  O81 1.469, H90 1.090, H91 1.090, H92 1.090
83 H 4.41907 -1.64805 5.53324  C77 1.090
84 H 4.43877 -2.07045 3.77829  C77 1.090
85 H 4.74150 -3.23834 4.94021  C77 1.090
86 H 2.41322 -1.72862 6.70742  C79 1.090
87 H 3.00692 -3.49023 6.74262  C79 1.090
88 H 0.80334 -4.19908 5.72532  C80 1.090
89 H 0.37410 -2.54325 5.62659  C80 1.090
90 H -0.06762 -1.22970 7.89341  C82 1.090
91 H 1.15062 -2.05632 8.86110  C82 1.090
92 H -0.50277 -2.20004 9.22721  C82 1.090
93 C 2.10559 -0.13453 -4.02351  O94 1.400, H99 1.090, H100 1.090, H101 1.090
94 O 2.58167 0.61587 -5.10478  C93 1.400, C95 1.466
95 C 3.12772 -0.21773 -6.17994  O94 1.466, C96 1.499, H102 1.090, H103 1.090
96 C 3.39508 0.59295 -7.41257  C95 1.499, O97 1.404, H104 1.090, H105 1.090
97 O 2.26545 1.02548 -8.12438  C96 1.404, C98 1.478
98 C 1.42321 2.01469 -7.42021  O97 1.478, H106 1.090, H107 1.090, H108 1.090
99 H 2.83944 -0.80207 -3.57191  C93 1.090
100 H 1.18684 -0.66641 -4.27069  C93 1.090
101 H 1.82082 0.51020 -3.19204  C93 1.090
102 H 2.45733 -1.00468 -6.52550  C95 1.090
103 H 4.04888 -0.70193 -5.85574  C95 1.090
104 H 3.87379 -0.13068 -8.07236  C96 1.090
105 H 4.05356 1.45889 -7.34436  C96 1.090
106 H 0.77399 1.55138 -6.67728  C98 1.090
107 H 0.62438 2.41904 -8.04187  C98 1.090
108 H 2.08061 2.77790 -7.00378  C98 1.090
109 Cl -0.57191 0.14418 5.51125  C110 1.738
110 C -1.60554 0.91764 4.34736  Cl109 1.738, C111 1.477, H113 1.090, H114 1.090
111 C -2.98748 1.09203 4.83889  C110 1.477, Cl112 1.781, H115 1.090, H116 1.090
112 Cl -3.65952 -0.49450 5.28850  C111 1.781
113 H -1.55281 0.38130 3.39992  C110 1.090
114 H -1.18107 1.91412 4.22506  C110 1.090
115 H -3.68012 1.42788 4.06717  C111 1.090
116 H -2.95740 1.73586 5.71789  C111 1.090
117 Cl -3.21739 -8.90323 0.57091  C118 1.787
118 C -2.28320 -7.45507 1.04350  Cl117 1.787, C119 1.482, H121 1.090, H122 1.090
119 C -2.40471 -6.50700 -0.08904  C118 1.482, Cl120 1.749, H123 1.090, H124 1.090
120 Cl -1.20858 -5.25368 0.15406  C119 1.749
121 H -1.33549 -7.95255 1.24958  C118 1.090
122 H -2.67746 -6.92941 1.91317  C118 1.090
123 H -3.36855 -5.99797 -0.08741  C119 1.090
124 H -2.26844 -6.88210 -1.10336  C119 1.090
125 Cl -3.39535 -3.21999 7.65541  C126 1.756
126 C -2.80296 -3.67017 6.06497  Cl125 1.756, C127 1.571, H129 1.090, H130 1.090
127 C -2.51059 -5.21215 6.14040  C126 1.571, Cl128 1.792, H131 1.090, H132 1.090
128 Cl -1.45467 -5.78067 4.80845  C127 1.792
129 H -1.88325 -3.09353 5.96636  C126 1.090
130 H -3.50799 -3.29338 5.32398  C126 1.090
131 H -3.45171 -5.75244 6.03809  C127 1.090
132 H -2.12553 -5.54024 7.10589  C127 1.090
133 Cl -3.35006 0.18016 -1.83424  C134 1.754
134 C -3.39679 -0.31253 -0.15161  Cl133 1.754, C135 1.485, H137 1.090, H138 1.090
135 C -4.84880 -0.38368 0.15210  C134 1.485, Cl136 1.705, H139 1.090, H140 1.090
136 Cl -5.60698 1.14298 0.20709  C135 1.705
137 H -2.82484 0.43514 0.39792  C134 1.090
138 H -2.88921 -1.26220 0.01749  C134 1.090
139 H -4.91396 -0.74627 1.17796  C135 1.090
140 H -5.41506 -0.96795 -0.57321  C135 1.090
141 Cl 3.32310 0.45425 3.51636  C142 1.769
142 C 4.29732 1.54847 2.52516  Cl141 1.769, C143 1.556, H145 1.090, H146 1.090
143 C 4.41985 0.99548 1.07589  C142 1.556, Cl144 1.747, H147 1.090, H148 1.090
144 Cl 5.41970 -0.43345 1.16950  C143 1.747
145 H 5.28520 1.68992 2.96357  C142 1.090
146 H 3.78453 2.50905 2.47582  C142 1.090
147 H 4.92166 1.68922 0.40135  C143 1.090
148 H 3.42161 0.76663 0.70271  C143 1.090

E_LUMO, respectively: 0.0232, -0.0761 hartree.
E_HOMO, respectively: -8.0, -9.2 eV.
E, respectively: -58179.27338, -206888.37300 eV.